# 1
{"formula": "C9H15BCaF4N2O8S", "method": "the ωB97M-V functional and the def2-TZVPD basis", "charge": -2, "de_lowest_kcal_mol": 0.0, "symbols": ["Ca", "O", "C", "C", "N", "C", "C", "O", "O", "C", "C", "O", "O", "H", "H", "H", "H", "H", "H", "H", "H", "H", "F", "B", "F", "F", "F", "C", "C", "N", "H", "H", "H", "C", "S", "O", "O", "O", "H", "H", "H"], "positions_angstrom": [[-0.210, -0.501, -0.519], [-0.839, 2.123, -0.990], [0.353, 2.811, -1.307], [1.164, 2.108, -2.381], [1.501, 0.739, -2.004], [2.807, 0.646, -1.367], [3.030, -0.662, -0.573], [4.194, -1.064, -0.477], [1.986, -1.178, -0.079], [1.329, -0.192, -3.116], [-0.137, -0.201, -3.619], [-0.325, -0.327, -4.829], [-1.017, -0.061, -2.708], [-1.182, 1.680, -1.788], [0.919, 2.884, -0.375], [0.128, 3.833, -1.647], [2.070, 2.695, -2.602], [0.578, 2.088, -3.304], [2.884, 1.460, -0.640], [3.624, 0.767, -2.095], [1.582, -1.198, -2.766], [1.990, 0.046, -3.963], [-3.971, 0.579, 2.883], [-3.506, 1.428, 1.855], [-2.693, 0.677, 0.972], [-2.730, 2.453, 2.442], [-4.587, 1.982, 1.166], [-0.954, 0.083, 3.393], [-0.086, 0.677, 2.394], [0.599, 1.091, 1.570], [-0.345, -0.411, 4.149], [-1.584, -0.647, 2.885], [-1.591, 0.851, 3.826], [0.745, -4.125, 0.686], [-0.742, -3.361, 0.091], [-0.414, -2.806, -1.229], [-1.782, -4.361, 0.115], [-0.963, -2.201, 0.982], [0.976, -4.976, 0.048], [0.564, -4.464, 1.705], [1.541, -3.382, 0.647]], "forces_ev_per_a": [[-0.1042, 0.4207, 0.0836], [0.0049, -0.2462, -0.0025], [0.0130, 0.0905, -0.0050], [0.0138, 0.0510, -0.0409], [-0.1503, -0.0580, 0.1509], [0.0929, 0.0032, -0.0265], [0.0483, 0.0754, -0.1860], [0.0236, 0.0237, 0.0817], [-0.2099, -0.0932, -0.0219], [0.1219, 0.0014, -0.1951], [0.0867, -0.0083, -0.1152], [0.0243, -0.0009, 0.0043], [0.0132, 0.0504, 0.1690], [0.0453, 0.0490, -0.0592], [0.0089, -0.0146, -0.0124], [0.0132, -0.0184, 0.0159], [-0.0163, -0.0130, 0.0063], [-0.0164, -0.0047, 0.0144], [0.0160, -0.0224, 0.0056], [-0.0203, -0.0209, 0.0234], [-0.0199, -0.0131, -0.0134], [-0.0184, -0.0107, 0.0325], [-0.0434, -0.0527, 0.0543], [-0.0210, 0.0475, -0.0112], [0.1170, -0.1077, -0.0491], [0.0536, 0.0286, 0.0365], [-0.0538, 0.0209, -0.0429], [0.0016, -0.0243, 0.0370], [-0.0070, -0.0732, -0.1251], [0.0398, 0.0502, 0.0033], [-0.0237, -0.0050, 0.0274], [-0.0153, -0.0066, 0.0406], [-0.0111, -0.0146, -0.0080], [-0.0391, -0.0555, 0.0028], [0.1550, 0.2873, -0.0063], [-0.0026, -0.2975, -0.3011], [0.0447, -0.0464, 0.0307], [-0.1248, -0.0816, 0.4427], [-0.0292, 0.0184, -0.0426], [-0.0061, 0.0207, 0.0144], [-0.0048, 0.0506, -0.0127]]}

# 2
{"formula": "C9H15Br2O5PS", "method": "the ωB97M-V functional and the def2-TZVPD basis", "charge": 0, "smiles": "CC(=O)OC[C@](S)(OC(=O)[C@H](Br)[C@H](C)Br)P(C)O", "symbols": ["C", "C", "O", "O", "C", "C", "S", "O", "C", "O", "C", "Br", "C", "C", "Br", "P", "C", "O", "H", "H", "H", "H", "H", "H", "H", "H", "H", "H", "H", "H", "H", "H", "H"], "positions_angstrom": [[-3.588, -2.572, -0.988], [-2.400, -2.563, -1.896], [-2.062, -3.540, -2.549], [-1.715, -1.375, -1.993], [-0.348, -1.443, -1.606], [-0.034, -0.934, -0.202], [-1.535, -0.287, 0.579], [0.988, 0.075, -0.413], [1.060, 1.106, 0.459], [1.484, 0.973, 1.594], [0.619, 2.478, -0.024], [0.252, 2.463, -1.938], [1.567, 3.567, 0.491], [0.785, 4.783, 0.996], [2.905, 4.139, -0.812], [0.502, -2.431, 0.811], [2.281, -2.494, 0.486], [0.497, -1.932, 2.382], [-3.211, -2.748, 0.008], [-4.272, -3.336, -1.301], [-4.034, -1.588, -0.968], [-0.015, -2.466, -1.741], [0.204, -0.826, -2.293], [-1.068, -0.121, 1.825], [-0.352, 2.636, 0.415], [2.133, 3.152, 1.303], [0.643, 4.655, 2.059], [-0.189, 4.822, 0.536], [1.336, 5.682, 0.792], [2.664, -3.360, 1.003], [2.413, -2.652, -0.575], [2.827, -1.626, 0.826], [-0.338, -2.234, 2.734]], "forces_ev_per_a": [[0.5128, 0.7622, -0.3239], [0.3488, -1.9844, -1.6078], [-0.2255, 1.6268, 1.1898], [-0.3807, -0.0688, 0.9541], [-0.0231, -0.1732, -0.8592], [0.3469, 0.0310, 0.9453], [-0.3846, 0.2811, -0.2969], [-0.3188, 0.3626, 0.0307], [1.0399, -0.4530, 1.7219], [-0.7600, 0.1198, -1.5384], [0.6495, -0.5038, -0.6499], [-0.1292, 0.2600, 0.2109], [-0.4629, 0.6321, -0.3741], [0.2525, -0.6197, -0.1541], [0.0815, -0.2097, 0.0799], [-0.3045, -0.5168, -0.1429], [-0.2642, 0.1444, 0.2297], [0.3001, 0.2608, -0.3216], [0.0383, -0.2390, 0.3853], [-0.2922, -0.3231, -0.0299], [-0.3054, 0.2083, -0.0349], [0.1371, -0.2870, 0.0328], [0.1822, 0.2935, -0.2336], [0.3176, -0.1358, -0.0527], [-0.3688, -0.0025, 0.2675], [0.2806, -0.2485, 0.1601], [-0.0936, 0.1497, 0.3855], [-0.2745, 0.2470, -0.3038], [0.0442, 0.4679, 0.1149], [0.1293, -0.3615, 0.1480], [0.1658, 0.0321, -0.3914], [0.0301, 0.3833, -0.0201], [-0.2690, -0.1359, 0.4791]]}

# 3
{"formula": "C9H15Br6Cl9", "method": "the ωB97M-V functional and the def2-TZVPD basis", "charge": 1, "multiplicity": 2, "de_lowest_kcal_mol": 0.4, "s2": 0.756, "symbols": ["Br", "C", "C", "Br", "H", "H", "H", "H", "Br", "C", "C", "Br", "H", "H", "H", "H", "Br", "C", "C", "Br", "H", "H", "H", "H", "C", "Cl", "Cl", "Cl", "H", "C", "Cl", "Cl", "Cl", "H", "C", "Cl", "Cl", "Cl", "H"], "positions_angstrom": [[-3.202, 1.271, -5.398], [-3.768, 0.503, -3.604], [-2.884, -0.649, -3.179], [-3.472, -1.634, -1.516], [-4.787, 0.131, -3.716], [-3.927, 1.317, -2.897], [-1.898, -0.234, -2.972], [-2.922, -1.411, -3.957], [-0.727, -4.207, -1.367], [0.389, -2.643, -1.721], [1.494, -3.009, -2.723], [2.705, -1.464, -3.142], [0.860, -2.498, -0.749], [-0.207, -1.778, -2.010], [1.056, -3.449, -3.618], [2.088, -3.868, -2.410], [-0.016, 0.791, -1.331], [-0.063, 0.232, 0.585], [1.359, 0.091, 1.175], [1.222, -0.119, 3.153], [-0.614, -0.703, 0.682], [-0.628, 0.985, 1.135], [1.983, 0.961, 0.973], [1.964, -0.711, 0.752], [6.424, 0.090, -0.092], [7.057, -0.180, 1.533], [4.720, 0.624, -0.092], [6.634, -1.471, -0.939], [7.046, 0.798, -0.639], [-1.157, 0.193, 6.354], [-1.750, -1.458, 6.037], [-0.417, 0.280, 7.974], [-2.414, 1.363, 6.110], [-0.384, 0.400, 5.613], [-2.264, 4.264, 1.167], [-2.578, 2.728, 1.919], [-2.100, 5.600, 2.397], [-3.464, 4.756, -0.067], [-1.356, 4.107, 0.584]], "forces_ev_per_a": [[-0.2657, -0.8532, 1.7104], [-1.6566, 0.1857, -0.2361], [0.4909, 0.5089, -0.5670], [0.5288, 0.3035, -0.6432], [0.0361, -0.0369, -0.6238], [0.8928, 0.0895, -0.0507], [0.0347, -0.6558, 0.1645], [0.2773, -0.0315, 0.2613], [-0.7163, 0.6487, -0.3417], [1.8085, -0.0758, 0.3402], [-0.1858, -0.4734, -0.6486], [-1.1122, -1.2336, 0.4399], [-0.2719, 0.4074, -0.0170], [-0.1633, -0.3253, -0.0113], [-0.0668, 0.8738, -0.4730], [0.3799, 0.5180, 0.6637], [0.0514, -0.1439, 0.9542], [0.6847, -0.1089, 0.6267], [-0.1443, 0.4413, -0.2371], [0.0777, -0.0273, -1.1812], [0.0481, 0.0108, -0.3579], [0.1479, 0.1072, -0.3295], [-0.3962, 0.2861, 0.3544], [-0.4381, -0.4152, 0.2766], [0.3106, -0.8604, -0.0843], [-0.2277, 0.5752, -0.0027], [0.6035, -0.1208, -0.0298], [-0.3835, 0.3023, -0.2544], [-0.3361, 0.0981, 0.3401], [0.6581, -0.5196, -0.0095], [0.0825, 0.2215, 0.0498], [-0.2853, 0.0694, -0.4783], [-0.3728, 0.3480, 0.1029], [-0.0856, -0.0943, 0.2943], [0.2410, 1.2010, -0.3612], [-0.4587, -0.2878, 0.2929], [0.0562, -1.1155, -0.9166], [0.0811, -0.3549, 0.4935], [0.0751, 0.5377, 0.4895]]}

# 4
{"formula": "C9H15BrN4O", "method": "the ωB97M-V functional and the def2-TZVPD basis", "charge": 2, "smiles": "BrN=[N+]=CCC/C=C/N=[N+]1CCOCC1", "de_lowest_kcal_mol": 30.0, "symbols": ["Br", "N", "N", "C", "C", "C", "C", "C", "N", "N", "C", "C", "O", "C", "C", "H", "H", "H", "H", "H", "H", "H", "H", "H", "H", "H", "H", "H", "H", "H"], "positions_angstrom": [[-2.957, 2.155, 0.014], [-3.428, 0.627, -0.709], [-3.479, -0.454, -0.129], [-3.947, -1.573, 0.190], [-3.106, -2.787, 0.391], [-1.689, -2.595, -0.099], [-1.107, -1.240, 0.268], [-0.155, -0.499, -0.387], [0.209, 0.646, 0.220], [1.146, 1.359, -0.220], [1.530, 2.529, 0.522], [2.929, 2.181, 1.051], [3.847, 1.900, 0.080], [3.477, 0.733, -0.626], [2.062, 0.961, -1.269], [-4.981, -1.798, 0.580], [-2.962, -3.042, 1.378], [-3.782, -3.609, 0.018], [-1.252, -3.399, 0.433], [-1.423, -2.669, -1.187], [-1.251, -0.924, 1.350], [0.396, -0.845, -1.288], [1.030, 2.770, 1.445], [1.431, 3.307, -0.150], [3.251, 2.909, 1.809], [2.656, 1.203, 1.664], [3.610, -0.058, 0.006], [4.029, 0.522, -1.515], [2.326, 1.613, -2.074], [1.590, 0.078, -1.767]], "forces_ev_per_a": [[0.4210, 1.0554, 1.1280], [-0.8125, -3.5438, -0.7070], [-0.9862, 2.6410, -0.6454], [-0.6666, -1.3528, 1.8374], [-1.0202, 0.7626, -3.1125], [0.9385, 1.1135, -2.3362], [1.3202, -0.2874, 2.1055], [-0.6908, -2.5159, -0.7974], [0.7406, 1.5911, 0.6301], [-1.5455, -0.6011, 0.1940], [1.2392, -0.5656, 1.2173], [-1.1081, -1.7667, 2.0241], [0.7816, 0.0529, -1.2361], [-1.1211, 1.8621, -1.2713], [0.3028, -2.2255, -0.0074], [0.5464, 1.3986, -0.8146], [-0.5366, -0.0587, 2.7492], [1.2861, 0.3828, -0.2243], [1.6644, -0.5736, 0.2782], [-0.9324, -0.6287, 0.7781], [-0.2969, 0.0875, -1.4063], [-1.2170, 0.0002, 0.5864], [-1.2167, -0.5360, -0.0536], [0.3881, 1.9778, -1.3036], [0.2845, -0.0271, -0.7014], [0.8400, 1.5353, -0.7438], [-0.3239, -2.4328, 1.7546], [1.2759, 0.4354, -0.2749], [-0.8242, 1.4268, -0.0692], [1.2695, 0.7924, 0.4221]]}

Result set for DFT total energy: -69771.96464, -180022.56711, -542522.50695, -87602.51748 eV, one per record in the order listed.